(1)
10
Properties=species:S:1:pos:R:3:forces:R:3 method="wB97M-V/def2-TZVPD" multiplicity=1 e_tot_ha=-1186.7965 de_lowest_kcal_mol=12.2 gap_ev=7.3 lumo_energy_ev=-2.386 e_homo_ev=-9.71 max_force_ha_per_bohr=0.078
C 0.270729 0.935395 0.348381 0.8322 1.4883 0.9568
C -0.496405 -0.256210 -0.222591 -1.4709 1.1393 2.8725
C 0.252539 -1.414433 -0.724857 -2.4578 -1.0215 -2.9810
H 0.126067 2.902107 1.413191 -0.8152 -0.3036 -0.2758
H -0.651837 -2.028193 -1.291443 2.9354 0.7138 1.0574
O 1.467662 1.108845 0.494833 -2.0302 -1.0262 -0.8046
F 1.205786 -0.936062 -1.593564 -0.4460 -0.8321 0.3495
F 0.832241 -2.107245 0.252959 0.1718 -0.1608 0.0616
S -0.944190 2.110845 1.034297 1.8026 0.9210 0.2674
S -2.062592 -0.315049 0.288793 1.4781 -0.9182 -1.5037



(2)
9
Properties=species:S:1:pos:R:3:forces:R:3 method="wB97M-V/def2-TZVPD" multiplicity=1 e_tot_ha=-267.0099 de_lowest_kcal_mol=114.7 gap_ev=8.8 lumo_energy_ev=0.593 e_homo_ev=-8.19 max_force_ha_per_bohr=0.007
O 1.351389 0.625585 -0.915054 0.0438 0.0028 -0.0356
C 0.756849 -0.133550 0.012220 -0.0702 0.1263 -0.0327
C -0.376257 0.354292 0.688092 0.2530 0.1364 -0.0695
C -1.257592 -0.468885 -0.211397 0.0811 -0.2701 0.0777
O -1.091309 -0.721515 1.215992 -0.0892 -0.0959 0.0694
H 1.258869 -1.069545 0.243560 -0.2972 0.1536 -0.0532
H -0.570762 1.393183 0.954052 -0.0660 -0.2498 -0.0902
H 0.720215 1.310428 -1.185390 0.2261 0.0712 0.0072
H -0.791404 -1.289993 -0.802072 -0.0813 0.1255 0.1269



(3)
17
Properties=species:S:1:pos:R:3:forces:R:3 method="wB97M-V/def2-TZVPD" multiplicity=2 e_tot_ha=-230.6369 de_lowest_kcal_mol=21.8 total_charge=+1 gap_ev="10.1 / 4.5" lumo_energy_ev="-3.135 / -8.688" e_homo_ev="-13.21 / -13.20" max_force_ha_per_bohr=0.090
C 1.870728 -0.557646 1.630207 -0.3144 -0.8305 -2.0764
N 1.696246 -1.786173 0.738813 -0.7615 1.2910 1.8052
H 0.862804 -0.138424 1.659618 0.2146 0.3938 0.6251
H 2.281166 -0.780689 2.609650 -0.0528 0.1622 0.0958
H 2.520733 0.094105 1.050780 0.0205 0.4099 0.4364
H 2.610950 -2.038686 0.428327 0.5088 -0.6006 -0.1556
H 1.378540 -2.452973 1.439864 0.1804 -0.6515 -0.7574
C -1.064966 0.103840 -1.937629 -1.3895 -0.9470 -1.6386
N -1.628963 0.218922 -0.608711 4.2931 1.7067 -0.4049
C -1.698020 1.577214 -0.088303 -1.9780 0.7378 -0.5029
H -0.037139 0.495391 -1.955867 -0.0465 0.0993 0.4240
H -1.656305 0.592391 -2.707832 -0.0906 0.6180 0.3150
H -1.018410 -0.920655 -2.305602 0.2068 -0.2862 0.6089
H -0.923573 -0.238318 -0.008898 -1.2121 -1.2380 0.4704
H -1.988048 2.321585 -0.830421 -0.1318 -0.4504 -0.4164
H -2.503171 1.605860 0.653091 0.6312 0.0870 0.5483
H -0.702573 1.904256 0.232912 -0.0781 -0.5015 0.6230



(4)
66
Properties=species:S:1:pos:R:3:forces:R:3 method="wB97M-V/def2-TZVPD" multiplicity=2 e_tot_ha=-5224.0779 de_lowest_kcal_mol=10.0 total_charge=+1 gap_ev="7.1 / 6.9" lumo_energy_ev="-3.232 / -3.657" e_homo_ev="-10.37 / -10.52" max_force_ha_per_bohr=0.009
Ru -0.464503 -0.106178 0.973785 -0.3103 -0.0466 0.0373
I -3.144194 4.308231 0.981820 -0.0413 -0.0411 0.0021
C -3.789607 2.335832 1.052175 0.1739 0.1214 0.0049
C -5.164658 2.028382 1.025188 -0.0526 -0.1134 -0.0004
C -5.615467 0.732802 1.032084 0.0177 0.1657 -0.0001
I -7.665295 0.385741 1.003363 -0.0583 -0.0328 -0.0010
C -4.686462 -0.338369 1.050252 0.0845 -0.0377 0.0016
C -4.994574 -1.717632 1.037858 -0.1039 0.0286 0.0022
C -3.994821 -2.650333 1.039334 0.0876 -0.0087 0.0054
C -2.653236 -2.232239 1.032699 -0.1439 0.0675 -0.0139
N -2.337348 -0.954816 1.036480 -0.0881 -0.1014 -0.1152
C -3.321943 -0.004480 1.070890 0.1293 -0.0015 0.0262
C -2.847462 1.335452 1.096764 -0.1210 -0.1734 -0.0518
O -1.533996 1.528707 1.151204 -0.1075 0.0608 0.1581
H -5.874300 2.843621 0.997274 -0.0031 0.0040 0.0005
H -6.032153 -2.025223 1.027970 0.0073 -0.0051 -0.0021
H -4.220156 -3.706779 1.035289 0.0114 -0.0041 0.0010
H -1.828687 -2.932494 1.022012 -0.0021 -0.0176 -0.0076
Br 4.187182 -0.811196 -1.728229 0.0265 0.0064 0.0080
C 4.540867 0.288841 -0.224339 -0.0229 -0.0140 0.0116
C 5.862750 0.678040 -0.060427 0.0078 -0.0035 0.0051
C 6.221937 1.496308 0.997957 0.0013 -0.0003 0.0060
C 5.261449 1.939830 1.895958 0.0020 -0.0028 -0.0009
C 3.945389 1.554632 1.726819 0.0169 0.0037 -0.0090
C 3.561393 0.718884 0.674394 0.0239 0.0344 0.0056
C 2.126010 0.338041 0.609241 -0.3371 -0.0289 0.0847
O 1.304000 0.912178 1.406997 0.2274 0.1906 -0.3121
O 1.683123 -0.549538 -0.151896 0.3454 0.0044 -0.0956
H 6.606246 0.341514 -0.769001 -0.0047 -0.0005 -0.0051
H 7.255986 1.793597 1.111601 0.0012 -0.0007 -0.0004
H 5.536640 2.589873 2.715217 -0.0021 0.0004 -0.0002
H 3.176460 1.899994 2.403929 0.0011 -0.0017 -0.0049
O 0.210627 -1.917717 1.767876 -0.0613 0.1803 0.4274
N 1.357365 -1.833419 2.464902 0.0623 -0.2165 -0.3102
C 2.440356 -2.434997 1.952363 0.0764 -0.0340 0.0071
C 3.642794 -2.379433 2.624014 -0.0195 0.0074 0.0093
C 3.719301 -1.693569 3.825743 -0.0338 0.0155 0.0112
C 2.579678 -1.081283 4.329270 0.0627 -0.0101 0.0044
C 1.401050 -1.163255 3.625374 -0.0550 -0.0117 0.0516
H 2.285497 -2.919053 1.000956 -0.0103 0.0107 0.0086
H 4.505803 -2.864739 2.192407 -0.0031 -0.0014 -0.0050
H 4.654289 -1.634494 4.364905 0.0035 0.0023 -0.0032
H 2.594716 -0.536443 5.261566 -0.0002 -0.0006 0.0005
H 0.470279 -0.716158 3.942540 0.0062 -0.0148 -0.0150
C -1.747903 -0.609254 -4.073095 0.0069 -0.0771 -0.0260
N -2.396566 0.502427 -3.387294 -0.0178 0.0888 -0.0396
C -1.684066 1.741004 -3.711344 -0.0036 -0.0137 0.0127
N -0.257232 1.691742 -3.396893 -0.0241 0.0240 -0.0438
C 0.338800 0.539601 -4.072877 0.0134 -0.0517 0.0301
N -0.326291 -0.731371 -3.765022 -0.0048 0.1070 -0.1283
C -0.102364 -1.134195 -2.388336 -0.0010 0.0020 0.3205
P -0.783313 0.149459 -1.236623 0.2631 -0.0120 -0.1967
C -2.488914 0.291021 -1.947785 0.0663 0.0573 0.1428
C -0.023346 1.663713 -1.955865 -0.0437 -0.0873 0.0529
H -1.851504 -0.449200 -5.147079 -0.0036 -0.0049 0.0013
H -2.252643 -1.540974 -3.810372 -0.0098 0.0058 -0.0133
H -2.144198 2.572448 -3.175199 -0.0004 0.0031 -0.0019
H -1.790085 1.915415 -4.782658 0.0021 0.0081 0.0002
H 1.392809 0.465968 -3.800284 -0.0043 0.0042 0.0008
H 0.266276 0.705606 -5.148287 -0.0030 -0.0069 -0.0016
H 0.962078 -1.242594 -2.185622 -0.0248 -0.0008 -0.0066
H -0.591013 -2.090514 -2.183823 0.0028 -0.0043 -0.0348
H -3.019034 1.132050 -1.496847 -0.0010 -0.0171 0.0276
H -3.055940 -0.619686 -1.737162 -0.0055 0.0029 -0.0172
H 1.047793 1.654771 -1.745552 0.0059 0.0000 -0.0162
H -0.455669 2.545901 -1.478560 -0.0077 -0.0059 0.0103



(5)
44
Properties=species:S:1:pos:R:3:forces:R:3 method="wB97M-V/def2-TZVPD" multiplicity=1 e_tot_ha=-2380.1675 de_lowest_kcal_mol=2.1 gap_ev=8.1 lumo_energy_ev=-0.185 e_homo_ev=-8.29 max_force_ha_per_bohr=0.022
C 0.681856 -0.923320 -3.716508 -0.0278 0.2295 0.1559
C 0.190184 0.498349 -3.621348 0.4255 -0.3726 0.9832
N 0.240654 1.217454 -2.562307 -0.3340 0.4900 -0.4749
N 0.752491 0.731741 -1.417788 0.2657 -1.0825 -0.2317
C 0.840694 1.519649 -0.303738 -0.0474 0.1922 0.0747
O 0.510167 2.681308 -0.265842 0.0758 -0.0163 0.0523
C 1.405547 0.805033 0.886596 0.0620 -0.0630 0.3006
C 2.103872 1.556358 1.829628 -0.0976 -0.0181 -0.1875
C 2.632839 0.961987 2.962362 -0.0335 -0.1052 0.0111
C 2.440197 -0.392747 3.185126 0.0815 0.0161 0.0858
C 1.724047 -1.126020 2.259754 -0.0553 -0.6798 -0.0066
S 1.317742 -2.833697 2.610519 -0.0363 0.2247 0.4062
O 2.359457 -3.462349 3.360518 0.0316 0.2136 0.2167
O 0.845631 -3.453468 1.411709 -0.1732 0.2821 -0.0242
N 0.039565 -2.654425 3.695788 0.8392 -0.5955 -0.2676
C -0.967366 -1.732380 3.416703 -0.7604 0.5183 -0.3528
C -1.563464 -1.725437 2.158062 -0.0792 -0.0612 0.0980
C -2.537277 -0.790481 1.862867 0.0327 0.0468 0.0744
C -2.943739 0.136741 2.808082 -0.0090 0.0404 0.0622
C -2.360874 0.107217 4.064043 0.0637 -0.1814 -0.2118
Cl -2.853362 1.245890 5.263504 -0.0689 0.1493 0.1644
C -1.373132 -0.810910 4.377161 0.0711 -0.1365 -0.0662
C 1.209664 -0.553330 1.115765 0.0466 0.1755 -0.1978
C -0.385246 1.136543 -4.778060 -0.4313 0.4328 -0.9322
C -0.874754 2.417498 -4.854183 0.2122 -0.4494 0.1672
C -1.369014 2.744064 -6.127433 -0.0620 -0.0538 -0.2743
C -1.255936 1.717550 -7.013927 0.1174 -0.2864 0.0458
S -0.541985 0.328275 -6.310258 -0.1000 0.5287 0.3162
H 1.747415 -0.972683 -3.487009 0.0543 -0.0575 -0.0039
H 0.528789 -1.316364 -4.716662 0.0576 -0.1302 0.0387
H 0.145988 -1.560263 -3.011168 -0.0076 -0.0829 0.0181
H 1.121105 -0.217164 -1.383256 -0.0661 0.3374 0.0072
H 2.222295 2.614530 1.651501 -0.0034 0.0873 -0.0111
H 3.185472 1.553841 3.675452 0.0569 0.0395 0.0544
H 2.838560 -0.890261 4.055412 0.0813 0.0126 0.1499
H 0.375551 -2.647854 4.647108 0.1648 -0.0545 0.0674
H -1.255452 -2.463384 1.435909 -0.0713 -0.0540 -0.1051
H -2.993055 -0.783340 0.884786 -0.0421 -0.0071 -0.0996
H -3.701892 0.867325 2.578200 -0.0713 0.0798 0.0102
H -0.926125 -0.813555 5.359699 0.0609 0.0548 0.1114
H 0.649102 -1.184801 0.445266 -0.0835 0.0200 -0.1349
H -0.865351 3.077802 -4.007587 0.0105 0.1217 0.1794
H -1.791770 3.699976 -6.379764 -0.0728 0.1491 -0.0646
H -1.549091 1.689100 -8.044683 -0.0773 0.0454 -0.2046



(6)
69
Properties=species:S:1:pos:R:3:forces:R:3 method="wB97M-V/def2-TZVPD" multiplicity=1 e_tot_ha=-3203.7731 de_lowest_kcal_mol=0.0 gap_ev=9.3 lumo_energy_ev=-0.804 e_homo_ev=-10.12 max_force_ha_per_bohr=0.132 smiles="O=C(NS(=O)(=O)C(F)(F)C(F)(F)F)OO.CCOP(=O)(OCC)OCC.CCOP(=O)(OCC)OCC"
O 0.810610 -0.234504 3.797167 -0.4219 -0.2192 -0.8774
C 0.492505 -0.706646 2.743216 0.2953 0.7033 1.8926
N -0.573372 -1.701186 2.720396 0.4544 1.3410 -0.8794
S -1.688266 -1.558055 1.475201 0.5785 -3.1293 -3.1674
O -1.102917 -1.382364 0.181028 0.5561 1.8740 0.5097
O -2.408051 -2.786999 1.472739 -0.9673 -0.1043 1.8134
C -2.905314 -0.175254 1.757024 -0.6161 0.1596 0.7760
F -2.584341 0.916243 1.083846 0.9353 0.2278 0.1130
F -4.043508 -0.614594 1.230701 -0.1300 -0.5630 -0.1288
C -3.214010 0.178869 3.241097 -0.7478 1.1784 -0.2538
F -2.125189 0.360590 3.968434 0.3262 -0.3512 0.0952
F -4.034148 -0.695563 3.783202 0.4044 -0.6527 0.2242
F -3.872328 1.346580 3.218179 0.0176 0.1853 -0.0788
O 1.156126 -0.351321 1.592817 -0.4094 -0.6395 0.1402
O 0.691158 0.923242 1.166704 -0.5547 0.4646 -0.5777
H -0.140808 -2.619235 2.612508 -0.4359 -0.2845 0.0736
H 0.555401 1.476899 1.954656 0.5279 -0.2124 0.3486
C -3.298735 -0.098084 -1.959815 -0.0959 0.1534 -0.1856
C -3.347011 -1.492506 -2.557941 0.2573 0.1278 0.2156
O -4.620478 -1.782901 -3.142899 -0.0161 0.7665 -0.5839
P -4.997023 -1.106690 -4.574520 -3.6862 -5.1239 2.5258
O -4.109226 -1.768318 -5.569744 0.8980 3.1460 -0.3290
O -6.429693 -1.849760 -4.870071 0.2518 0.6645 -0.1536
C -6.666232 -2.536377 -6.098627 -0.0198 -0.3330 -0.0368
C -6.448600 -4.025677 -5.931412 -0.0040 -0.1300 0.1129
O -5.799228 0.177098 -3.907440 2.4642 0.7991 -1.6487
C -5.936314 1.372531 -4.707473 -0.2155 0.1796 -0.1898
C -6.824616 1.155708 -5.918695 0.0518 -0.2095 -0.0575
H -3.358563 0.669722 -2.736501 0.0639 -0.0198 0.0185
H -2.373129 0.046566 -1.405628 0.0426 -0.0392 -0.0691
H -4.142691 0.063892 -1.290486 -0.0239 -0.0637 0.0184
H -2.556308 -1.622486 -3.302459 -0.0458 -0.0473 -0.0116
H -3.188285 -2.233041 -1.774684 -0.1127 -0.0684 -0.0643
H -6.046678 -2.132869 -6.899599 0.1292 -0.0331 0.0811
H -7.706761 -2.346061 -6.372840 -0.0072 0.0807 0.1292
H -5.460802 -4.239481 -5.524178 0.0760 0.1105 -0.1112
H -6.552495 -4.542438 -6.887150 -0.0169 0.0152 0.0001
H -7.178360 -4.438173 -5.233083 -0.0358 0.0173 -0.0326
H -4.945862 1.720067 -5.013201 -0.0230 0.0530 0.0399
H -6.368077 2.133890 -4.059315 0.0349 -0.1356 0.1468
H -6.356457 0.475206 -6.635547 0.0042 0.0481 -0.0020
H -7.013185 2.101297 -6.427857 0.0302 0.0178 0.0331
H -7.774984 0.712437 -5.624352 -0.0193 0.0544 0.0496
C 8.874514 3.194451 4.370310 -0.0358 -0.0709 -0.1450
C 8.086313 2.185810 5.188810 0.3115 0.1229 0.0684
O 6.770146 1.984840 4.671683 0.2770 -0.2164 -0.8824
P 6.585246 1.095185 3.317953 -5.3548 1.5658 3.8577
O 6.913612 -0.300189 3.718502 2.2550 0.5497 -2.3199
O 4.948898 1.038264 3.239862 0.5088 0.0172 -0.4846
C 4.255847 -0.205629 3.127353 -0.1183 -0.1814 0.2914
C 3.752817 -0.662493 4.481131 0.1033 0.0834 0.2243
O 6.590043 2.399575 2.302856 2.3367 -1.9538 -0.4716
C 6.941548 2.171771 0.918683 -0.1326 -0.0372 -0.3385
C 5.910413 1.325014 0.195467 -0.0623 -0.1376 0.1733
H 9.096224 2.804234 3.373760 0.0538 0.0166 0.0358
H 9.820581 3.430250 4.859263 -0.0143 -0.0328 0.0238
H 8.303518 4.112914 4.238509 -0.0058 0.0117 0.0617
H 8.616337 1.230137 5.241641 -0.0634 -0.0129 0.0125
H 7.965970 2.553686 6.207302 -0.1507 -0.0472 -0.0176
H 4.884477 -0.965106 2.661223 0.1190 0.0265 0.1191
H 3.413284 -0.037295 2.459292 0.0133 0.1722 -0.0546
H 4.563333 -0.703642 5.208867 0.1171 -0.1280 -0.1267
H 3.292082 -1.650818 4.415203 0.0037 0.0126 -0.0121
H 3.014151 0.036895 4.867957 -0.0283 -0.0050 -0.0422
H 7.928568 1.704761 0.867169 0.0108 0.0619 -0.0272
H 7.015140 3.152103 0.450196 -0.0167 0.0700 0.1948
H 5.898467 0.301521 0.580927 0.0257 0.0136 -0.0398
H 6.134277 1.279118 -0.870546 0.0384 0.0251 0.0120
H 4.910438 1.734395 0.333228 0.0145 0.0659 -0.0313